Entry 1:
This record from the Open Molecules 2025 dataset describes the ion C3H9N4 with charge +1. The level of theory is ωB97M-V/def2-TZVPD.

Positions of all 16 atoms, in Å:
1 C 0.042 -0.297 0.275
2 C -0.899 0.871 0.751
3 C -0.637 -1.628 -0.311
4 N -2.767 0.431 -0.552
5 N -2.066 0.760 0.361
6 N 0.476 0.593 -0.765
7 N 1.740 1.172 -0.482
8 H 0.968 -0.606 0.945
9 H -0.622 1.461 1.619
10 H -0.834 -2.483 0.352
11 H 0.119 -1.986 -0.995
12 H -1.480 -1.377 -0.949
13 H -3.708 0.053 -0.373
14 H 1.835 1.072 0.601
15 H 1.819 2.280 -0.576
16 H 2.370 0.784 -1.140

Cartesian forces, eV/Å:
C 1.137 -1.485 -0.105
C 3.188 -1.473 1.111
C 1.204 1.190 0.242
N 0.112 0.385 -2.132
N -3.332 -0.662 0.620
N -1.538 0.191 -0.626
N -1.328 3.439 3.535
H -2.185 0.678 -0.486
H 0.170 0.491 -0.588
H -0.156 0.837 0.283
H 0.270 -0.116 -0.270
H -0.167 -0.070 0.152
H 0.247 0.288 0.960
H 1.384 -0.336 -2.251
H -0.688 -2.617 -0.311
H 1.681 -0.740 -0.133

LUMO energy (spin up / spin down), Eh: -0.1736 / -0.1737
Charge: +1
Gap between HOMO and LUMO (spin up / spin down), eV: 7.8 / 7.8
Largest force on an atom, eV/Å: 5.1
E_tot, eV: -9204.401
Energy relative to the best compared isomer or geometry (same formula, charge and spin), kcal/mol: 166.5

Entry 2:
This record from the Open Molecules 2025 dataset describes a structure of composition C38H51BIrN8O6S5. The level of theory is ωB97M-V/def2-TZVPD.

Positions of all 110 atoms, in Å:
1 Ir -0.705 -0.728 0.593
2 C 5.366 0.928 -4.664
3 C 3.878 0.696 -4.413
4 C 3.579 -0.785 -4.641
5 C 3.082 1.601 -5.353
6 N 3.568 1.058 -2.994
7 C 4.503 1.520 -2.084
8 C 3.871 1.714 -0.913
9 N 2.547 1.366 -1.085
10 B 1.478 1.315 -0.003
11 N 2.072 1.230 1.428
12 C 2.609 2.293 2.124
13 C 2.765 1.917 3.407
14 N 2.278 0.624 3.519
15 C 1.849 0.226 2.299
16 S 1.132 -1.291 1.904
17 C 2.145 -0.134 4.803
18 C 2.945 -1.432 4.708
19 C 0.663 -0.384 5.092
20 C 2.723 0.713 5.934
21 N 0.553 2.540 -0.037
22 C 0.722 3.725 -0.706
23 C -0.382 4.464 -0.499
24 N -1.252 3.715 0.284
25 C -0.643 2.541 0.578
26 S -1.151 1.312 1.697
27 C -2.640 4.215 0.528
28 C -3.227 4.607 -0.833
29 C -3.561 3.169 1.147
30 C -2.539 5.426 1.454
31 C 2.364 0.962 -2.360
32 S 0.878 0.428 -3.006
33 H 5.577 0.646 -5.694
34 H 5.989 0.309 -4.016
35 H 5.643 1.976 -4.543
36 H 3.795 -1.032 -5.681
37 H 2.536 -1.022 -4.443
38 H 4.205 -1.403 -3.994
39 H 3.362 1.374 -6.383
40 H 3.311 2.649 -5.155
41 H 2.011 1.461 -5.241
42 H 5.533 1.672 -2.336
43 H 4.258 2.055 0.029
44 H 0.786 0.352 -0.175
45 H 2.827 3.235 1.651
46 H 3.161 2.465 4.238
47 H 2.626 -2.040 3.865
48 H 2.793 -2.012 5.618
49 H 4.011 -1.218 4.609
50 H 0.199 -1.025 4.347
51 H 0.121 0.563 5.120
52 H 0.573 -0.863 6.068
53 H 3.785 0.919 5.790
54 H 2.617 0.150 6.859
55 H 2.183 1.653 6.055
56 H 1.584 3.921 -1.317
57 H -0.637 5.437 -0.871
58 H -3.191 3.758 -1.517
59 H -2.699 5.441 -1.293
60 H -4.265 4.909 -0.696
61 H -3.561 2.246 0.569
62 H -4.566 3.592 1.149
63 H -3.286 2.926 2.170
64 H -1.975 6.238 0.993
65 H -2.050 5.148 2.389
66 H -3.539 5.795 1.683
67 N -2.836 -2.155 -1.685
68 C -3.174 -0.936 -1.273
69 N -4.353 -0.405 -1.692
70 O -2.444 -0.229 -0.542
71 H -3.485 -2.737 -2.182
72 H -1.965 -2.546 -1.303
73 H -5.052 -0.980 -2.124
74 H -4.643 0.446 -1.247
75 C -3.539 -3.166 3.649
76 C -3.808 -1.837 3.362
77 C -3.005 -1.131 2.473
78 C -1.907 -1.731 1.853
79 C -1.660 -3.075 2.142
80 C -2.461 -3.782 3.029
81 H -4.162 -3.717 4.343
82 H -4.651 -1.340 3.827
83 H -3.253 -0.100 2.255
84 H -0.831 -3.593 1.679
85 H -2.239 -4.823 3.228
86 C -1.894 4.275 -5.764
87 O -1.983 3.395 -4.643
88 C -0.878 3.154 -3.928
89 S 0.596 3.820 -4.274
90 S -1.201 2.053 -2.640
91 H -2.860 4.206 -6.257
92 H -1.092 3.968 -6.433
93 H -1.703 5.296 -5.432
94 O -0.479 -4.610 -0.698
95 C 0.149 -3.569 -0.627
96 O -0.402 -2.387 -0.651
97 C 1.652 -3.564 -0.580
98 C 2.335 -4.695 -0.159
99 C 3.731 -4.719 -0.089
100 C 4.384 -3.575 -0.474
101 O 5.736 -3.342 -0.511
102 C 5.889 -1.984 -0.916
103 O 4.608 -1.474 -1.269
104 C 3.704 -2.458 -0.921
105 C 2.340 -2.411 -0.984
106 H 1.755 -5.565 0.118
107 H 4.273 -5.592 0.247
108 H 6.549 -1.940 -1.785
109 H 6.298 -1.402 -0.084
110 H 1.800 -1.541 -1.332

Cartesian forces, eV/Å:
Ir 0.257 0.323 0.350
C 0.013 -0.009 -0.004
C -0.019 0.031 -0.001
C 0.010 0.015 0.023
C 0.043 -0.066 0.006
N 0.061 0.043 0.065
C -0.101 0.062 -0.087
C -0.010 0.079 -0.014
N 0.184 0.019 0.295
B -0.233 0.092 0.361
N -0.032 0.001 -0.021
C 0.084 0.008 -0.057
C -0.055 0.015 0.010
N 0.113 -0.031 -0.008
C -0.082 0.015 -0.049
S -0.080 -0.037 0.147
C -0.016 0.009 0.013
C -0.027 -0.005 -0.008
C -0.009 0.012 -0.004
C 0.001 -0.012 0.009
N 0.019 0.007 0.031
C 0.053 0.017 0.072
C 0.012 0.014 0.108
N 0.068 0.065 -0.071
C -0.057 0.072 0.022
S 0.041 -0.166 0.092
C -0.014 0.019 0.013
C -0.047 -0.004 0.016
C 0.032 -0.002 -0.012
C -0.016 -0.002 0.012
C 0.020 0.005 -0.389
S -0.038 -0.139 -0.036
H -0.003 0.003 0.000
H 0.008 -0.004 0.000
H 0.002 -0.001 0.001
H 0.012 -0.005 0.008
H -0.038 0.009 0.003
H -0.023 0.008 0.011
H 0.004 -0.015 0.001
H -0.002 -0.018 -0.001
H -0.016 -0.007 0.014
H 0.002 -0.009 0.007
H 0.020 -0.026 0.021
H 0.038 -0.330 -0.481
H -0.015 0.003 0.004
H 0.010 -0.009 -0.003
H -0.005 -0.015 0.016
H 0.017 0.015 0.014
H -0.001 -0.001 -0.021
H 0.011 0.004 -0.007
H 0.002 0.000 -0.003
H -0.004 0.001 0.000
H -0.005 0.012 -0.011
H 0.010 -0.006 -0.001
H -0.006 -0.007 0.012
H -0.009 0.005 -0.045
H -0.002 -0.010 -0.023
H -0.010 0.028 0.006
H 0.001 -0.003 -0.007
H -0.001 0.011 0.007
H -0.013 -0.006 -0.009
H 0.002 0.000 0.003
H 0.003 -0.006 0.008
H 0.018 -0.009 0.004
H -0.010 0.000 0.008
H 0.002 0.008 -0.012
N -0.194 0.022 0.094
C 0.012 -0.247 -0.085
N 0.017 0.041 0.021
O 0.158 0.287 0.060
H -0.015 0.015 -0.008
H 0.082 0.014 -0.072
H 0.008 -0.001 -0.005
H 0.004 0.009 -0.021
C 0.002 0.008 0.001
C 0.004 -0.028 -0.008
C -0.094 0.009 -0.084
C -0.109 -0.079 -0.142
C 0.072 0.026 0.089
C -0.017 0.004 -0.002
H -0.004 0.001 -0.003
H 0.002 0.002 0.005
H 0.006 0.000 -0.002
H 0.008 -0.017 -0.019
H 0.004 -0.001 0.001
C -0.017 0.047 0.022
O -0.053 0.015 -0.039
C 0.140 -0.095 0.066
S -0.092 0.110 0.068
S -0.118 -0.140 -0.307
H -0.012 0.010 0.013
H -0.017 -0.017 -0.009
H 0.025 -0.005 -0.007
O -0.010 0.015 -0.003
C 0.336 0.071 0.100
O -0.328 -0.028 -0.064
C 0.014 -0.042 -0.097
C -0.012 0.018 0.006
C 0.002 0.016 0.023
C -0.006 -0.005 0.012
O 0.007 -0.005 -0.049
C -0.009 0.000 0.025
O -0.005 -0.079 -0.037
C 0.012 -0.005 0.009
C 0.006 -0.002 -0.004
H 0.009 -0.004 0.005
H -0.002 0.001 0.003
H 0.012 0.004 0.010
H -0.008 0.005 0.007
H 0.003 -0.021 0.018

LUMO energy (spin up / spin down), Eh: 0.0135 / -0.0339
Charge: 0
Gap between HOMO and LUMO (spin up / spin down), eV: 7.3 / 6.4
Largest force on an atom, eV/Å: 0.6
E_tot, eV: -122137.047
Energy relative to the best compared isomer or geometry (same formula, charge and spin), kcal/mol: 0.0
Multiplicity: 2

Entry 3:
This record from the Open Molecules 2025 dataset describes a cluster of 2 separate species, C11H15BrNO2 in total. The level of theory is ωB97M-V/def2-TZVPD.

Positions of all 30 atoms, in Å:
1 C 3.586 -1.679 -0.959
2 C 3.344 -0.894 0.235
3 C 2.592 -2.094 -1.758
4 C 2.039 -0.811 0.659
5 C 1.278 -2.034 -1.341
6 C 1.031 -1.317 -0.192
7 C -1.535 0.729 1.584
8 C -2.248 2.069 1.568
9 C -0.664 2.743 -0.015
10 C -0.292 1.351 -0.256
11 C -0.438 -1.044 0.189
12 N -0.687 0.346 0.491
13 O -1.227 3.020 1.275
14 O 0.237 1.098 -1.419
15 Br -4.177 -1.661 -0.738
16 H 4.582 -1.589 -1.411
17 H 4.239 -0.675 0.742
18 H 2.852 -2.726 -2.543
19 H 1.761 -0.286 1.605
20 H 0.507 -2.466 -1.990
21 H -1.032 0.605 2.467
22 H -2.253 -0.109 1.656
23 H -2.978 2.265 0.747
24 H -2.779 2.400 2.562
25 H 0.172 3.423 -0.237
26 H -1.283 2.901 -0.976
27 H -0.999 -1.291 -0.689
28 H -0.699 -1.593 1.007
29 H -5.241 -2.554 -0.180
30 H 0.310 1.871 -2.083

Cartesian forces, eV/Å:
C 1.643 3.492 1.019
C -0.356 -2.786 -1.991
C -0.804 -1.572 0.732
C -0.214 0.660 0.082
C -0.232 0.641 -0.199
C -1.224 0.339 1.058
C -3.246 -1.812 0.402
C -0.700 1.367 -0.242
C -0.889 1.358 0.036
C -0.498 -1.461 -0.456
C 2.247 0.650 -2.480
N 0.840 3.228 -1.297
O 1.133 0.462 -1.576
O 0.666 0.620 -1.701
Br -1.160 -0.952 0.615
H -0.159 -0.675 0.603
H 0.520 0.913 1.032
H 0.270 -0.556 -1.738
H 0.254 -0.489 -0.856
H 0.049 0.325 0.510
H 1.670 0.146 2.339
H -0.232 0.487 -0.192
H 0.000 -1.035 0.592
H 1.367 -1.064 -1.790
H 0.054 -0.271 0.676
H -0.319 0.306 1.628
H -0.761 -0.374 -0.239
H -1.032 -1.507 2.195
H 1.195 0.992 -0.598
H -0.083 -1.434 1.837

LUMO energy, Eh: -0.1289
Charge: +1
Gap between HOMO and LUMO, eV: 8.9
Largest force on an atom, eV/Å: 4.0
E_tot, eV: -87269.459
Energy relative to the best compared isomer or geometry (same formula, charge and spin), kcal/mol: 0.0

Entry 4:
This record from the Open Molecules 2025 dataset describes a structure of composition C11H10Br2NPtS. The level of theory is ωB97M-V/def2-TZVPD.

Positions of all 26 atoms, in Å:
1 Pt 0.032 -0.423 -0.046
2 Br 0.561 -1.622 1.793
3 C 2.037 -0.441 2.975
4 Br 2.106 1.213 2.304
5 H 3.220 -1.146 3.046
6 H 1.405 -0.854 4.222
7 C -1.720 -2.954 -0.708
8 C -2.124 -2.168 -1.766
9 C -2.947 -2.359 -2.760
10 C -3.130 -1.396 -3.903
11 C -2.928 0.149 -3.431
12 C -3.046 1.140 -4.411
13 C -2.188 2.226 -4.403
14 C -1.345 2.751 -3.097
15 C -1.375 1.232 -2.363
16 S 0.166 1.600 -1.338
17 C -1.502 -0.051 -2.568
18 N -1.205 -1.035 -1.734
19 H -2.425 -4.171 -1.146
20 H -2.069 -3.128 0.164
21 H -0.986 -3.337 -0.998
22 H -3.595 -3.187 -2.725
23 H -4.066 -1.572 -4.313
24 H -3.991 0.922 -5.551
25 H -2.423 3.211 -4.729
26 H -0.473 3.367 -3.253

Cartesian forces, eV/Å:
Pt -0.575 1.775 -2.347
Br 1.063 -1.372 2.194
C 1.792 -5.283 4.989
Br 0.000 1.096 -0.134
H -3.932 2.226 -0.823
H 1.833 1.983 -3.985
C -11.466 -2.287 -2.135
C 5.359 6.122 2.339
C -2.308 2.509 -5.974
C -1.204 3.018 7.183
C 4.542 -8.234 -2.747
C -2.047 0.217 -3.179
C 0.275 4.057 4.300
C -4.345 -9.012 -4.137
C 6.902 7.436 2.531
S -0.091 -1.484 1.146
C -6.600 1.750 -2.568
N -2.222 -1.906 -0.741
H 1.767 2.925 1.392
H -2.204 0.118 6.424
H 12.490 -5.548 -3.112
H -0.521 -1.222 -0.348
H -1.255 -0.575 -2.411
H 3.049 0.892 3.858
H -0.395 0.176 -2.485
H 0.091 0.622 0.772

LUMO energy (spin up / spin down), Eh: -0.4871 / -0.5441
Charge: +3
Gap between HOMO and LUMO (spin up / spin down), eV: 6.5 / 5.0
Largest force on an atom, eV/Å: 14.0
E_tot, eV: -167173.357
Multiplicity: 5

Entry 5:
This record from the Open Molecules 2025 dataset describes a structure of composition C30H34N9OSTi. The level of theory is ωB97M-V/def2-TZVPD.

Positions of all 76 atoms, in Å:
1 Ti 0.830 1.073 -1.508
2 C 0.015 1.887 5.312
3 C 0.636 0.561 4.828
4 C -0.253 -0.604 5.264
5 C 2.033 0.392 5.454
6 C 0.773 0.644 3.324
7 C 1.658 1.548 2.726
8 C 1.749 1.632 1.360
9 N 1.029 0.855 0.525
10 C 0.176 -0.036 1.086
11 C 0.021 -0.148 2.450
12 C -0.577 -0.857 0.111
13 C -1.264 -2.002 0.430
14 C -1.952 -2.728 -0.557
15 C -1.897 -2.221 -1.861
16 C -1.180 -1.082 -2.131
17 N -0.518 -0.401 -1.171
18 C -2.737 -3.967 -0.191
19 C -3.932 -3.497 0.669
20 C -3.265 -4.701 -1.425
21 C -1.856 -4.926 0.628
22 H -0.073 1.859 6.398
23 H -0.983 2.034 4.895
24 H 0.634 2.745 5.047
25 H -0.257 -0.659 6.352
26 H 0.121 -1.561 4.894
27 H -1.290 -0.470 4.948
28 H 1.927 0.291 6.533
29 H 2.677 1.253 5.271
30 H 2.532 -0.504 5.080
31 H 2.275 2.200 3.328
32 H 2.425 2.339 0.900
33 H -0.700 -0.847 2.847
34 H -1.277 -2.347 1.453
35 H -2.408 -2.721 -2.671
36 H -1.125 -0.681 -3.134
37 H -4.556 -2.786 0.125
38 H -3.606 -3.035 1.602
39 H -4.546 -4.362 0.919
40 H -3.986 -4.103 -1.983
41 H -3.780 -5.605 -1.104
42 H -2.457 -5.007 -2.094
43 H -1.490 -4.480 1.554
44 H -1.002 -5.273 0.043
45 H -2.448 -5.798 0.902
46 O 0.573 1.238 -3.204
47 N 0.416 1.953 -4.337
48 C 1.160 1.543 -5.294
49 C 2.055 0.420 -5.098
50 N 2.702 -0.471 -4.779
51 C 1.095 2.224 -6.550
52 N 1.056 2.746 -7.570
53 S 3.256 1.813 -1.761
54 C 3.415 0.142 -1.956
55 N 4.565 -0.464 -2.336
56 C 4.648 -1.795 -2.519
57 C 3.547 -2.575 -2.283
58 C 2.387 -1.925 -1.883
59 N 2.325 -0.604 -1.724
60 H 5.371 0.127 -2.527
61 H 5.598 -2.192 -2.853
62 H 3.581 -3.646 -2.410
63 H 1.477 -2.482 -1.688
64 N -2.249 6.352 -1.407
65 C -1.553 5.228 -1.318
66 C -2.186 3.970 -1.140
67 C -1.438 2.838 -1.084
68 N -0.077 2.831 -1.180
69 C 0.534 4.039 -1.334
70 C -0.138 5.218 -1.397
71 H -3.255 6.355 -1.351
72 H -1.797 7.243 -1.535
73 H -3.262 3.908 -1.049
74 H -1.925 1.881 -0.947
75 H 1.613 4.038 -1.401
76 H 0.412 6.142 -1.512

Cartesian forces, eV/Å:
Ti 0.838 -0.072 0.165
C 0.008 -0.039 -0.034
C 0.020 0.044 0.104
C 0.018 0.021 -0.018
C -0.023 -0.026 -0.068
C -0.005 -0.012 -0.066
C -0.019 -0.011 0.052
C 0.002 0.003 -0.041
N -0.044 -0.132 1.260
C 0.042 -0.014 -0.013
C -0.019 -0.064 0.065
C 0.030 -0.006 0.018
C -0.123 -0.015 -0.012
C 0.023 0.045 -0.021
C -0.010 -0.059 0.047
C -0.011 0.045 -0.009
N -0.212 -0.480 0.226
C -0.109 -0.023 0.069
C 0.052 -0.001 -0.036
C 0.027 0.021 0.012
C 0.027 0.027 -0.058
H -0.002 0.016 -0.001
H 0.008 0.002 0.007
H -0.003 -0.003 0.021
H -0.016 0.007 -0.001
H -0.013 0.000 0.018
H 0.008 -0.023 -0.012
H 0.003 0.011 0.001
H 0.003 -0.008 0.003
H -0.003 0.007 0.019
H -0.004 0.002 -0.009
H -0.003 0.012 -0.026
H 0.030 -0.014 -0.004
H 0.010 0.002 -0.008
H 0.006 0.026 -0.013
H 0.035 0.016 -0.004
H -0.007 -0.013 0.011
H -0.006 -0.006 -0.003
H 0.004 0.004 0.013
H 0.006 -0.009 -0.004
H -0.007 0.003 -0.008
H -0.017 -0.005 0.000
H -0.012 -0.009 0.001
H -0.004 -0.006 0.019
H 0.007 -0.003 0.006
O -0.231 0.009 -1.591
N -0.265 0.146 -0.065
C 0.209 -0.143 -0.116
C -0.078 -0.008 0.052
N 0.012 0.086 -0.126
C 0.010 -0.034 -0.046
N 0.014 0.015 -0.002
S -0.216 0.089 0.092
C 0.169 -0.178 0.075
N -0.025 0.021 -0.036
C 0.007 -0.029 -0.008
C -0.028 0.010 0.055
C -0.090 -0.026 0.032
N 0.159 -0.012 -0.129
H 0.017 -0.039 0.006
H 0.029 0.059 0.016
H 0.011 0.003 -0.016
H -0.017 0.026 -0.012
N -0.005 0.003 0.022
C 0.025 -0.030 -0.007
C -0.053 0.060 0.015
C 0.065 0.051 0.066
N -0.234 0.713 0.076
C -0.018 -0.024 0.030
C -0.049 0.065 0.013
H 0.001 0.000 -0.003
H 0.004 -0.004 0.000
H 0.008 -0.028 -0.010
H 0.002 -0.027 -0.022
H 0.013 -0.015 -0.020
H 0.020 -0.021 -0.010

LUMO energy, Eh: -0.3695
Charge: +3
Gap between HOMO and LUMO, eV: 6.9
Largest force on an atom, eV/Å: 1.6
E_tot, eV: -81048.265

Entry 6:
This record from the Open Molecules 2025 dataset describes a structure of composition Cl2Cu2O8. The level of theory is ωB97M-V/def2-TZVPD.

Positions of all 12 atoms, in Å:
1 Cu -4.433 -0.661 0.210
2 Cu 0.853 -0.826 0.957
3 Cl 2.810 -0.302 -0.425
4 O 2.988 0.413 0.755
5 O 4.029 -0.459 -1.047
6 O 2.014 -1.558 -0.029
7 O 1.911 0.358 -1.335
8 Cl -1.985 0.675 0.157
9 O -2.900 0.853 1.243
10 O -1.472 1.840 -0.496
11 O -0.944 -0.190 0.693
12 O -2.870 -0.143 -0.682

Cartesian forces, eV/Å:
Cu -0.541 -0.025 0.552
Cu -3.918 1.662 2.748
Cl -2.977 0.794 -2.559
O 0.135 1.560 3.008
O 2.470 -2.077 -1.096
O 5.023 -2.319 -2.694
O -0.070 0.210 0.214
Cl 0.344 -0.446 1.349
O -0.370 2.105 1.799
O -0.827 -1.541 0.724
O -0.560 0.655 -0.679
O 1.292 -0.578 -3.365

LUMO energy, Eh: -0.0968
Charge: 0
Gap between HOMO and LUMO, eV: 6.4
Largest force on an atom, eV/Å: 6.2
E_tot, eV: -130685.665

Number 5 is which compound? C30H34N9OSTi

Number 4 is which compound? C11H10Br2NPtS

What is the formula in the third record? C11H15BrNO2

Which value of largest force on an atom does entry 6 give? 6.2 eV/Å